[1]
{
  "formula": "C12H24N2O3",
  "method": "the ωB97M-V functional and the def2-TZVPD basis",
  "multiplicity": 1,
  "smiles": "CC(C)CNC(=O)C[C@@H](NCC(C)C)C(=O)O",
  "relative_energy_ev": 0.0000,
  "max_force_ev_per_a": 0.628,
  "homo_lumo_gap_ev": 10.10,
  "species": ["C", "C", "C", "C", "N", "C", "O", "C", "C", "N", "C", "C", "C", "C", "C", "O", "O", "H", "H", "H", "H", "H", "H", "H", "H", "H", "H", "H", "H", "H", "H", "H", "H", "H", "H", "H", "H", "H", "H", "H", "H"],
  "positions_angstrom": [[1.53933, 1.58233, -4.72500], [1.54386, 0.85854, -3.38155], [0.95922, 1.74563, -2.28594], [0.75088, -0.44891, -3.50125], [0.73391, -1.19600, -2.26594], [-0.39510, -1.43957, -1.58246], [-1.51072, -1.15235, -1.97038], [-0.16555, -2.12964, -0.23711], [0.27130, -1.11434, 0.83617], [-0.22298, -1.39184, 2.17938], [-1.53790, -0.83225, 2.48397], [-1.42757, 0.63035, 2.93524], [-0.75977, 0.72521, 4.30492], [-2.81449, 1.26633, 2.97137], [1.80380, -0.99543, 0.92430], [2.53680, -1.10076, -0.02316], [2.23026, -0.75254, 2.15090], [2.13114, 2.49266, -4.66836], [1.95702, 0.94979, -5.50492], [0.52311, 1.84943, -5.00615], [2.57734, 0.61033, -3.11405], [-0.09892, 1.92290, -2.46606], [1.47342, 2.70342, -2.25826], [1.07174, 1.27191, -1.31340], [1.18856, -1.07170, -4.28981], [-0.29088, -0.23866, -3.75702], [1.62174, -1.34493, -1.80077], [-1.11690, -2.57377, 0.06279], [0.58279, -2.91721, -0.33797], [-0.09365, -0.11873, 0.55017], [-0.22270, -2.39457, 2.33813], [-2.20898, -0.89774, 1.61688], [-1.97707, -1.41765, 3.29470], [-0.81470, 1.17665, 2.20993], [-0.63027, 1.76609, 4.59074], [0.21752, 0.24817, 4.29856], [-1.37529, 0.23754, 5.05799], [-3.45860, 0.73096, 3.66578], [-3.27541, 1.24329, 1.98666], [-2.74746, 2.30205, 3.29456], [1.43118, -0.78501, 2.73639]],
  "lowdin_charge": [-0.08, -0.42, -0.06, -0.16, 0.07, -0.51, 0.05, -0.03, -0.23, -0.05, -0.19, -0.42, -0.07, -0.08, -0.48, 0.10, 0.12, 0.08, 0.07, 0.08, 0.14, 0.09, 0.08, 0.06, 0.13, 0.13, 0.12, 0.12, 0.13, 0.16, 0.14, 0.12, 0.13, 0.13, 0.08, 0.06, 0.08, 0.08, 0.08, 0.08, 0.09]
}

[2]
{
  "formula": "C12H24N2O3",
  "method": "the ωB97M-V functional and the def2-TZVPD basis",
  "multiplicity": 1,
  "smiles": "CC(C)C[C@H](NC(=O)[C@@H](N)CC(C)C)C(=O)O",
  "relative_energy_ev": 4.0995,
  "max_force_ev_per_a": 10.290,
  "homo_lumo_gap_ev": 9.96,
  "species": ["C", "C", "C", "C", "C", "N", "C", "O", "C", "N", "C", "C", "C", "C", "C", "O", "O", "H", "H", "H", "H", "H", "H", "H", "H", "H", "H", "H", "H", "H", "H", "H", "H", "H", "H", "H", "H", "H", "H", "H", "H"],
  "positions_angstrom": [[-3.33586, -0.98062, -1.30182], [-3.43503, -1.01738, 0.27184], [-4.02106, -2.41677, 0.67496], [-2.05505, -0.55010, 0.81545], [-1.60273, 0.80713, 0.20066], [-0.21559, 0.88040, 0.28017], [0.49563, 0.24914, -0.55840], [0.29838, -0.94767, -0.97406], [1.85270, 0.89256, -1.08414], [1.39038, 2.33546, -1.25596], [2.92810, 0.98436, -0.04087], [3.24694, -0.38719, 0.74352], [3.64837, -1.42150, -0.28796], [4.45245, -0.25490, 1.64664], [-2.38201, 1.99895, 0.65594], [-2.24339, 2.81031, 1.53760], [-3.48114, 2.17940, -0.19343], [-3.87767, -1.67666, -1.91852], [-2.28728, -1.12852, -1.60960], [-3.52767, -0.05369, -1.83983], [-4.17161, -0.36641, 0.64495], [-5.02998, -2.72682, 0.23983], [-3.36774, -3.25677, 0.40828], [-4.26042, -2.40677, 1.75574], [-1.81508, -0.68499, 1.81407], [-1.27931, -1.19946, 0.39443], [-1.86195, 0.82816, -0.88777], [0.09075, 1.80765, 0.19312], [2.31184, 0.39355, -1.98969], [2.19635, 2.95221, -1.50927], [0.57521, 2.53479, -1.85879], [2.54146, 1.78137, 0.77297], [3.71683, 1.24699, -0.65943], [2.36219, -0.70311, 1.11785], [4.59271, -1.05400, -0.69327], [3.55876, -2.48270, -0.12519], [2.94394, -1.25545, -1.06865], [4.69346, 0.55340, 2.40675], [4.79189, -1.23475, 2.07132], [5.37844, -0.01837, 1.04502], [-3.81620, 2.98879, 0.16552]],
  "lowdin_charge": [-0.07, -0.34, -0.08, -0.07, -0.23, 0.13, -0.42, 0.01, -0.28, 0.00, -0.13, -0.39, -0.08, -0.11, -0.40, 0.13, 0.09, 0.07, 0.07, 0.06, 0.10, 0.09, 0.07, 0.07, 0.10, 0.10, 0.15, 0.11, 0.16, 0.10, 0.09, 0.17, 0.09, 0.09, 0.09, 0.09, 0.04, 0.09, 0.09, 0.08, 0.10]
}

[3]
{
  "formula": "C12H24N3O4S",
  "method": "the ωB97M-V functional and the def2-TZVPD basis",
  "multiplicity": 1,
  "max_force_ev_per_a": 3.649,
  "total_charge": -1,
  "homo_lumo_gap_ev": 4.20,
  "species": ["N", "C", "C", "C", "C", "S", "C", "N", "N", "C", "O", "H", "H", "H", "H", "H", "H", "H", "H", "H", "H", "C", "O", "C", "C", "O", "C", "C", "O", "C", "H", "H", "H", "H", "H", "H", "H", "H", "H", "H", "H", "H", "H", "H"],
  "positions_angstrom": [[-0.03916, 1.13341, 2.12612], [1.36586, 1.32239, 1.65815], [2.30901, 0.97320, 2.85907], [3.85526, 1.10743, 2.53878], [4.40726, 2.57876, 2.67923], [4.84446, 3.37648, 1.05313], [3.31144, 4.08017, 0.45342], [2.71221, 3.84924, -0.72483], [1.53820, 4.53376, -0.81179], [1.46033, 5.17927, 0.35954], [2.51505, 4.96265, 1.19652], [-0.55827, 0.99660, 1.24590], [1.57296, 0.64777, 0.76891], [1.45168, 2.41255, 1.36181], [2.03423, 1.52452, 3.80170], [2.12191, -0.11512, 3.09187], [4.38046, 0.50307, 3.33995], [4.14807, 0.62338, 1.57047], [5.38836, 2.51348, 3.22433], [3.73214, 3.23348, 3.27836], [0.61231, 5.82071, 0.65874], [-0.73807, -3.40470, -3.67220], [-1.76659, -2.56353, -3.19329], [-3.03845, -3.19000, -3.13060], [-3.74037, -2.91120, -1.80690], [-3.15321, -3.51902, -0.66404], [-1.87460, -3.03862, -0.23777], [-1.85160, -1.60463, 0.27291], [-2.02199, -0.67941, -0.79532], [-2.87206, 0.40455, -0.47782], [-0.75778, -3.43419, -4.76647], [0.21538, -2.98705, -3.34746], [-0.82195, -4.41888, -3.26947], [-2.95732, -4.27449, -3.27697], [-3.64461, -2.77412, -3.94545], [-4.74454, -3.34235, -1.87904], [-3.88551, -1.84308, -1.64883], [-1.12258, -3.20169, -1.01047], [-1.59389, -3.68348, 0.60072], [-0.87590, -1.40051, 0.72727], [-2.62203, -1.47680, 1.04023], [-3.74700, 0.08139, 0.09598], [-3.22963, 0.83424, -1.41703], [-2.31949, 1.17037, 0.07267]],
  "lowdin_charge": [-0.21, -0.47, -0.26, -0.28, -0.46, 0.89, -0.64, 0.00, 0.03, -0.18, -0.01, -0.13, 0.09, 0.06, 0.10, 0.09, 0.09, 0.10, 0.06, 0.08, 0.13, -0.12, -0.20, -0.20, -0.19, -0.13, -0.17, -0.19, -0.21, -0.12, 0.08, 0.09, 0.08, 0.12, 0.12, 0.12, 0.11, 0.11, 0.12, 0.11, 0.12, 0.08, 0.08, 0.07]
}

[4]
{
  "formula": "C12H24O12",
  "method": "the ωB97M-V functional and the def2-TZVPD basis",
  "multiplicity": 1,
  "smiles": "COC(=O)OC.COC(=O)OC.COC(=O)OC.COC(=O)OC",
  "relative_energy_ev": 7.9505,
  "max_force_ev_per_a": 14.437,
  "homo_lumo_gap_ev": 10.62,
  "species": ["C", "O", "C", "O", "O", "C", "H", "H", "H", "H", "H", "H", "C", "O", "C", "O", "O", "C", "H", "H", "H", "H", "H", "H", "C", "O", "C", "O", "O", "C", "H", "H", "H", "H", "H", "H", "C", "O", "C", "O", "O", "C", "H", "H", "H", "H", "H", "H"],
  "positions_angstrom": [[32.66811, -0.66552, 55.93662], [33.51936, 0.10623, 56.65605], [32.87575, 1.05458, 57.41099], [31.58829, 1.25147, 57.46717], [33.70574, 1.80994, 58.03097], [33.38617, 2.88432, 58.90681], [33.37834, -1.44000, 55.55681], [32.10912, -0.29358, 55.02977], [32.14433, -1.33410, 56.59240], [34.08774, 3.15658, 59.71595], [32.74189, 2.64305, 59.63242], [33.04391, 3.83828, 58.42478], [34.45703, -0.17748, 62.48518], [33.56256, -0.64968, 61.46967], [32.37470, -0.05539, 61.28885], [32.04179, 1.00754, 61.92764], [31.52206, -0.61774, 60.34099], [30.15430, -0.23144, 60.15888], [34.10694, -0.30469, 63.48326], [34.42752, 1.07733, 62.53871], [35.23703, -0.45694, 62.16127], [30.04354, -0.18263, 59.07764], [30.17142, 0.92046, 60.46725], [29.44195, -0.84597, 60.56367], [32.34069, 3.45748, 54.17638], [33.68268, 3.84963, 54.20975], [34.36856, 3.84653, 53.18151], [34.10131, 3.30190, 52.14440], [35.60307, 4.46664, 53.33642], [36.46647, 4.79177, 52.15727], [31.76858, 3.27259, 55.12297], [32.32431, 2.35861, 53.66370], [31.86646, 4.18286, 53.72170], [35.88748, 5.10641, 51.28619], [36.89552, 3.96656, 51.80047], [37.28723, 5.48703, 52.40404], [36.35227, -0.82384, 55.50232], [35.58708, -1.98820, 55.09689], [36.05212, -2.61137, 54.07778], [37.06049, -2.18327, 53.36463], [35.34184, -3.58937, 53.67047], [35.82078, -4.22623, 52.43878], [37.36806, -0.87654, 55.40198], [36.19944, -0.65288, 56.42406], [35.87173, -0.11669, 55.00099], [35.43105, -5.21322, 52.22352], [36.80510, -4.56424, 52.72864], [35.67134, -3.74879, 51.56107]],
  "lowdin_charge": [-0.11, 0.00, -0.50, 0.02, 0.04, -0.02, 0.09, 0.13, 0.10, 0.11, 0.03, 0.12, 0.00, 0.01, -0.46, 0.01, -0.05, -0.03, 0.09, 0.17, -0.03, 0.08, 0.14, 0.06, -0.01, 0.05, -0.67, 0.12, -0.02, 0.00, 0.11, 0.16, 0.04, 0.09, 0.03, 0.10, 0.04, 0.05, -0.61, 0.01, 0.05, 0.01, 0.09, 0.03, 0.07, 0.09, 0.10, 0.06]
}